# C6H4S

The molecule C6H4S in a non-equilibrium geometry (ωB97M-V/def2-TZVPD, OMol25).

Results
Energy relative to the best compared isomer or geometry (same formula, charge and spin) in kJ/mol: 566.41
SMILES: C#C[C@H]1S[C@@H]1C#C
Frontier orbital gap in eV: 8.50

XYZ file:
```
11
Properties=species:S:1:pos:R:3:forces:R:3
C -0.3718 2.6053 1.6492 1.7142 -8.2148 -0.8039
C 0.0659 1.2664 1.4442 -3.9465 12.9409 3.6063
C 0.2378 -0.0194 0.9144 -0.4622 -3.3028 0.4922
S -1.2725 -0.1069 -0.2217 0.3622 -1.0967 -0.0071
C 0.5165 -0.0045 -0.5220 1.2074 -0.3897 -1.8955
C 1.1763 -1.2761 -1.0498 1.1166 -5.9728 -6.3713
C 1.4597 -2.3161 -1.8822 -1.9041 5.9077 6.0659
H -1.0661 3.6407 1.9200 2.6785 -3.7814 -0.9265
H 0.5025 -1.1128 1.4511 -0.7676 3.5823 -1.0030
H 0.7606 1.0326 -0.9252 0.2088 -1.8474 0.2466
H 1.6565 -3.3843 -2.2221 -0.2072 2.1747 0.5963
```
Forces are in eV/Å.

# C19H31N3O7S

A 3-piece molecular cluster, C19H31N3O7S overall in a non-equilibrium geometry (ωB97M-V/def2-TZVPD, OMol25).

Results
SMILES: CCCO[C@](S)(C#N)[C@](C#N)(CC)CNC.C[C@@H]1COC(=O)O1.C[C@@H]1COC(=O)O1
Frontier orbital gap in eV: 9.49

XYZ file:
```
61
Properties=species:S:1:pos:R:3:forces:R:3
C -1.0388 -2.2199 -2.4721 0.2927 0.3881 -0.2654
C -1.2352 -0.6886 -1.8418 0.4625 -0.3596 -0.6809
C 0.2018 -0.1352 -1.1881 -2.8070 -1.0899 0.2600
O 0.9166 0.5142 -2.2960 2.1864 0.5764 2.3325
C 2.2613 0.9687 -1.9146 -0.5812 0.7349 0.1421
S 3.4466 -0.4662 -1.4832 -0.8590 -0.6612 0.1078
C 2.2819 1.9712 -0.5877 0.5714 4.9632 6.9115
N 2.3947 2.7533 0.4405 -1.1622 -7.1251 -9.2711
C 2.9777 1.8652 -3.1315 0.7364 0.1121 0.0605
C 4.1798 2.7470 -2.3733 4.3677 7.5407 3.0619
N 4.9373 3.6927 -1.8558 -6.9816 -9.1777 -4.9630
C 1.9366 2.8703 -3.9001 0.2852 1.1777 -0.7550
C 1.8236 4.3775 -3.2619 -1.1988 0.6711 -0.3784
C 3.7601 0.9296 -4.2415 1.2142 0.4852 -0.5487
N 2.9358 -0.2179 -4.7840 1.3843 -0.5178 0.1334
C 2.9305 -0.2326 -6.2998 0.1098 0.1232 -0.3141
H 0.0364 -2.6385 -2.1850 -2.3765 0.7547 -0.4655
H -1.8854 -2.9613 -2.1359 1.7614 1.5242 -0.5776
H -1.0496 -2.1398 -3.6441 -0.0279 -0.2506 2.3064
H -1.5379 -0.0031 -2.7507 0.6604 -1.1208 2.0174
H -2.1125 -0.6512 -1.0573 1.9578 -0.1417 -1.4441
H 0.7229 -1.0838 -0.7435 -0.5608 1.9825 -0.9249
H -0.1139 0.5733 -0.3119 1.1383 -0.8657 -1.7285
H 2.6825 -1.6749 -1.5591 0.4773 1.9989 -0.0938
H 2.3639 3.0124 -5.0057 -0.9042 -0.4425 2.4641
H 0.8483 2.4612 -4.0310 2.3407 0.2445 0.6030
H 1.9719 4.4390 -2.1022 -0.0657 -0.2503 -2.3073
H 0.7059 4.7442 -3.4655 2.4085 -0.7575 0.4506
H 2.5081 5.1630 -3.8273 -1.2092 -1.8619 1.4150
H 4.8155 0.5934 -3.7961 -2.4346 0.5857 -0.8380
H 4.0424 1.6291 -5.1666 -0.6977 -1.2369 2.1689
H 3.3596 -1.1259 -4.4283 -0.7683 1.6963 -0.6103
H 2.1126 0.5464 -6.6508 1.9346 -1.5462 0.4664
H 2.6614 -1.2860 -6.7566 0.4236 2.1087 1.2253
H 4.0187 0.0328 -6.6513 -2.1532 -0.3004 0.0967
C -2.5669 -2.9178 3.3672 0.5472 -0.3821 -0.4081
C -3.4479 -2.2275 2.3452 0.8984 -0.2377 1.4245
C -4.9135 -2.3733 2.6238 -0.3931 0.3418 0.8125
O -5.4851 -2.2959 1.3308 0.4582 -0.2967 -1.0226
C -4.5272 -2.7265 0.4554 -0.3130 -0.4684 -2.0962
O -4.7298 -2.9780 -0.7190 0.4317 0.5412 2.3623
O -3.3127 -2.8392 1.0729 -1.0526 0.0495 -1.0362
H -2.7896 -2.5759 4.3822 0.1047 -0.4035 -1.0061
H -2.6862 -4.0059 3.3229 -0.1765 0.1263 -0.1356
H -1.5122 -2.7119 3.1555 -0.1002 0.0209 -0.0090
H -3.1617 -1.1733 2.2487 -0.1211 -0.0245 -0.0007
H -5.2945 -1.5704 3.2618 -0.0341 -0.1459 -0.2129
H -5.1818 -3.3383 3.0673 0.1981 0.0453 0.0074
C 0.4547 1.0349 5.1452 0.0105 -0.0766 -0.5435
C -0.9522 0.8376 5.6733 1.2680 0.8425 -0.2364
C -0.9985 0.4545 7.1218 0.3588 0.5496 0.6951
O -2.1967 -0.2951 7.2070 -0.5439 -0.7341 -0.9689
C -2.4132 -0.8254 5.9656 -1.1940 -1.0424 -0.1239
O -3.2430 -1.6816 5.7170 1.1903 2.3520 1.6027
O -1.5739 -0.2690 5.0409 -1.0911 -0.8375 0.6126
H 1.0064 1.7666 5.7425 -0.1472 -0.0662 -0.0462
H 1.0102 0.0907 5.1349 -0.1443 0.1124 0.1961
H 0.4218 1.3874 4.1087 0.0446 0.0400 0.2015
H -1.5597 1.7288 5.4754 -0.0072 -0.1046 0.0953
H -1.0435 1.3281 7.7788 -0.1323 -0.2413 -0.0495
H -0.1643 -0.1832 7.4337 0.0144 0.0777 -0.1706
```
Forces are in eV/Å.

# C5H7NO

The molecule C5H7NO in a non-equilibrium geometry (ωB97M-V/def2-TZVPD, OMol25).

Results
Energy relative to the best compared isomer or geometry (same formula, charge and spin) in kJ/mol: 311.09
SMILES: CC(=O)[C@@H]1C=C1N
Frontier orbital gap in eV: 9.51

XYZ file:
```
14
Properties=species:S:1:pos:R:3:forces:R:3
C 2.3236 -0.0706 0.1133 1.4694 -1.5667 -1.5344
C 0.9171 0.3900 0.2776 0.7993 0.9014 1.8460
O 0.7146 1.2613 1.0999 -0.4619 0.3045 0.1890
C -0.1530 -0.1848 -0.5352 -0.4241 0.7026 -0.5255
C -1.3614 0.9911 -0.8440 1.8161 -2.0029 0.3133
C -1.5315 -0.0555 -0.1062 -1.0708 1.4981 -1.1854
N -2.4998 -0.8098 0.4387 0.5202 -1.1704 1.2197
H 3.1804 0.4400 0.5653 -0.9259 0.6025 0.3340
H 2.5693 -0.1054 -0.9612 -0.1450 -0.0179 0.1002
H 2.4721 -1.1183 0.4206 -0.4616 0.0894 -0.0081
H 0.1484 -1.0197 -1.1678 -0.2394 0.4124 -0.5725
H -1.3458 2.0052 -1.1491 -0.0740 0.2440 -0.3121
H -2.0872 -1.3961 1.1620 -0.7621 -0.0239 -0.0585
H -3.3469 -0.3273 0.6861 -0.0402 0.0268 0.1941
```
Forces are in eV/Å.

# C3H3N3O2

The molecule C3H3N3O2 in a non-equilibrium geometry (ωB97M-V/def2-TZVPD, OMol25).

Results
Energy relative to the best compared isomer or geometry (same formula, charge and spin) in kJ/mol: 507.24
SMILES: [H]/N=C1\C=NC(=O)N1O
Frontier orbital gap in eV: 9.70

XYZ file:
```
11
Properties=species:S:1:pos:R:3:forces:R:3
H -1.4639 1.8196 1.3866 0.7652 -2.8625 -0.2903
N -1.3020 0.7299 1.2526 -3.2743 3.2107 2.1510
C -0.2651 0.4339 0.6971 0.8706 -1.6192 -2.5165
C 0.7706 1.2979 0.0499 -2.3837 2.5846 4.7402
N 1.4845 0.6824 -0.7332 2.3125 -0.2074 -2.1612
C 0.9513 -0.6241 -0.8317 0.8942 -4.1653 -4.3972
O 1.1348 -1.4091 -1.8050 0.0125 3.5035 3.9443
N 0.0670 -0.9137 0.2305 -1.4689 -1.1236 -2.0236
O -1.0107 -1.7137 -0.5967 0.5246 0.2027 2.7315
H 0.7274 2.3637 0.5904 0.9719 -1.8524 -2.0831
H -1.0939 -2.6666 -0.2406 0.7754 2.3289 -0.0951
```
Forces are in eV/Å.

no.,DFT total energy (eV)
1,-17112.6720
2,-49835.0248
3,-8832.9786
4,-11720.6999